{"formula": "C41H42N6Sn", "method": "ωB97M-V with the def2-TZVPD basis set", "total_energy_ev": -57966.3571, "charge": -2, "orbital_gap_ev": 4.110, "max_force_ev_per_a": 0.6, "elements": ["Sn", "C", "C", "C", "N", "C", "C", "C", "C", "C", "C", "C", "N", "C", "C", "C", "N", "C", "C", "C", "C", "C", "C", "C", "N", "C", "C", "H", "H", "H", "H", "H", "H", "H", "H", "H", "H", "H", "H", "H", "H", "H", "H", "H", "H", "H", "H", "H", "H", "H", "H", "H", "H", "C", "C", "C", "C", "C", "C", "C", "C", "C", "C", "C", "C", "C", "C", "C", "H", "H", "H", "H", "H", "H", "H", "H", "H", "H", "C", "N", "C", "C", "N", "C", "H", "H", "H", "H", "H", "H"], "positions_angstrom": [[-0.300489, -0.707063, -0.520561], [-2.535174, -3.014054, -0.640346], [-3.680587, -1.978747, -0.502776], [-3.421986, -0.584907, 0.126353], [-2.455338, 0.247728, -0.538962], [-2.641529, 1.359632, -1.177784], [-3.940986, 1.808457, -1.583354], [-4.374784, 2.960765, -2.193395], [-3.676260, 4.125574, -2.513769], [-2.313013, 4.325580, -2.339438], [-1.327998, 3.430436, -1.975361], [-1.374564, 2.057035, -1.599243], [-0.293932, 1.328260, -1.523279], [0.960049, 1.564931, -2.186347], [2.200873, 1.706382, -1.286337], [2.568668, 0.598932, -0.256600], [1.984734, -0.717838, -0.393244], [2.638671, -1.825702, -0.605893], [3.931740, -1.797761, -1.230628], [4.897182, -2.759821, -1.418127], [4.902064, -4.100998, -1.028711], [3.832140, -4.785194, -0.451854], [2.547547, -4.371603, -0.170024], [1.899993, -3.091233, -0.250928], [0.655703, -2.919000, 0.067264], [-0.308536, -3.951938, 0.342846], [-1.709020, -3.345466, 0.619898], [-2.999935, -3.942895, -1.001299], [-1.866548, -2.679269, -1.433610], [-4.085690, -1.823442, -1.508474], [-4.478403, -2.424581, 0.104695], [-4.397343, -0.095452, 0.245948], [-3.026426, -0.745349, 1.137762], [-4.715141, 1.067473, -1.417128], [-5.435782, 2.979374, -2.432154], [-4.253930, 4.953192, -2.911782], [-1.962237, 5.333862, -2.545476], [-0.324014, 3.839202, -1.948636], [1.126441, 0.688644, -2.832820], [0.936022, 2.441019, -2.846828], [3.039788, 1.838909, -1.979543], [2.097278, 2.632538, -0.715019], [3.662143, 0.552301, -0.189771], [2.190234, 0.946048, 0.709784], [4.165622, -0.825611, -1.651172], [5.784608, -2.425880, -1.951019], [5.814946, -4.661325, -1.202808], [4.046110, -5.820641, -0.195355], [1.917325, -5.139424, 0.267742], [-0.387772, -4.670104, -0.492977], [-0.008305, -4.530782, 1.229906], [-2.274055, -4.050942, 1.239090], [-1.553036, -2.445660, 1.221389], [-0.204291, 0.221277, 1.424972], [-0.241477, 1.044727, 2.331692], [-0.297906, 2.011479, 3.367971], [-1.595565, 2.453507, 3.798667], [-2.752921, 2.179515, 3.022638], [-4.010311, 2.582977, 3.420728], [-4.203658, 3.276959, 4.615256], [-3.091640, 3.527559, 5.413525], [-1.827639, 3.118857, 5.030247], [0.953380, 2.546433, 3.839912], [2.148297, 1.789971, 3.729724], [3.376559, 2.302432, 4.095287], [3.499146, 3.603163, 4.581429], [2.344000, 4.373018, 4.690209], [1.107993, 3.864603, 4.338622], [-2.623684, 1.657904, 2.081961], [-4.864472, 2.368130, 2.785556], [-5.192716, 3.602872, 4.917878], [-3.219844, 4.047557, 6.359245], [-0.997040, 3.284913, 5.703763], [2.075763, 0.779334, 3.345402], [4.262936, 1.681221, 4.007003], [4.467389, 4.012060, 4.848086], [2.418993, 5.399000, 5.039971], [0.241537, 4.510485, 4.390030], [2.624307, -4.174850, -4.210384], [1.502309, -3.274897, -4.341335], [1.384475, -2.237981, -5.229903], [0.189841, -1.634524, -4.945409], [-0.416884, -2.268837, -3.898211], [0.397719, -3.233445, -3.555312], [3.182205, -4.196607, -5.145974], [2.272191, -5.179655, -3.978375], [3.291866, -3.859790, -3.413467], [2.141864, -2.033294, -5.967786], [-0.258440, -0.779708, -5.425670], [0.238656, -3.919956, -2.737793]], "forces_ev_per_angstrom": [[-0.29, -0.05, -0.43], [-0.07, -0.05, -0.07], [0.13, 0.06, 0.02], [-0.11, -0.16, -0.01], [0.19, 0.53, 0.05], [-0.24, -0.50, 0.25], [-0.28, 0.07, -0.20], [0.16, -0.05, 0.14], [-0.05, 0.25, -0.07], [-0.18, -0.20, -0.10], [0.11, 0.11, -0.05], [0.44, 0.08, -0.06], [-0.21, -0.01, 0.21], [0.19, 0.09, -0.09], [-0.11, -0.04, -0.06], [0.07, 0.25, -0.01], [0.02, -0.38, -0.02], [-0.03, 0.58, 0.11], [0.23, 0.02, -0.21], [-0.27, -0.15, 0.17], [0.27, -0.07, -0.14], [-0.10, 0.18, -0.09], [0.09, -0.39, -0.13], [-0.42, -0.13, 0.19], [0.59, 0.14, 0.17], [-0.11, -0.06, 0.05], [0.05, 0.05, -0.16], [0.00, 0.01, 0.01], [0.01, -0.02, 0.00], [-0.07, -0.05, 0.03], [-0.03, 0.02, -0.03], [0.02, -0.01, 0.01], [-0.05, 0.09, 0.02], [0.02, -0.02, -0.02], [-0.01, -0.02, 0.05], [0.01, 0.01, 0.04], [0.05, -0.02, -0.05], [-0.02, 0.02, 0.02], [-0.02, 0.02, 0.00], [-0.04, -0.04, 0.02], [-0.01, 0.03, 0.01], [0.10, 0.02, -0.01], [-0.05, -0.01, 0.04], [0.07, -0.03, 0.01], [0.04, -0.02, 0.02], [0.02, 0.05, 0.05], [-0.03, -0.01, 0.00], [-0.08, -0.03, -0.01], [-0.01, 0.03, 0.01], [0.07, -0.04, 0.06], [0.03, -0.01, -0.05], [0.00, 0.05, 0.05], [0.00, -0.06, 0.12], [-0.12, -0.17, 0.07], [0.04, -0.11, 0.04], [-0.04, 0.00, -0.05], [0.06, 0.02, 0.01], [0.02, 0.03, -0.01], [-0.04, 0.04, 0.07], [-0.10, 0.02, 0.04], [-0.07, -0.01, -0.02], [0.00, 0.02, -0.05], [-0.01, 0.01, -0.02], [0.00, 0.00, -0.01], [0.04, 0.07, 0.03], [0.07, 0.06, 0.03], [0.10, -0.04, 0.03], [-0.03, -0.04, 0.03], [0.01, -0.02, -0.01], [0.03, -0.02, -0.03], [0.01, 0.00, 0.00], [0.03, -0.03, 0.02], [0.01, 0.03, -0.01], [-0.01, 0.01, -0.03], [-0.03, -0.02, -0.04], [-0.01, -0.02, 0.02], [-0.04, 0.00, -0.01], [-0.01, 0.00, 0.01], [0.14, -0.09, 0.13], [-0.03, 0.07, 0.01], [-0.04, 0.09, -0.13], [0.13, -0.06, -0.02], [-0.21, -0.06, -0.10], [-0.13, 0.01, 0.00], [-0.07, -0.02, -0.02], [-0.02, 0.02, -0.05], [0.10, 0.07, 0.15], [0.02, -0.01, 0.03], [0.01, 0.00, 0.01], [0.08, -0.02, 0.02]], "mulliken_charge": [0.2505, 0.4137, -1.2784, -1.1423, 0.7225, 0.7847, -1.0506, -0.3204, -0.5050, -0.3392, -1.0047, 0.5828, -0.0792, -1.1143, -0.6525, -0.4840, -0.0094, 0.7553, -0.6175, -0.7099, -0.6359, -0.4397, -0.9030, 0.7390, 0.4132, -0.9144, -0.7519, 0.5729, -0.4389, 0.3330, 0.4218, 0.6681, 0.2780, 0.2430, 0.2685, 0.2807, 0.2891, 0.3081, -0.0497, 0.6755, 0.4555, 0.3703, 0.7301, -0.5096, 0.2536, 0.2622, 0.2519, 0.2582, 0.1889, 0.3010, 0.4875, 0.7017, -0.0460, -0.7807, 0.8569, -0.9127, 0.2739, -0.0959, -0.4356, -0.5547, -0.6119, -0.5268, 0.2384, -0.4851, -0.4799, -0.4935, -0.5340, -0.5812, 0.2094, 0.3643, 0.3359, 0.3271, 0.5353, 0.4712, 0.3549, 0.3365, 0.3429, 0.5329, -0.6477, 0.2238, -0.0956, -0.8665, -0.2954, -0.0807, 0.3250, 0.3026, 0.1467, 0.4087, 0.4330, 0.1938]}

=====

{"formula": "C17H13BrN3O2S3Ti", "method": "ωB97M-V with the def2-TZVPD basis set", "multiplicity": 2, "de_lowest_kj_mol": 8.6, "total_energy_ev": -152069.8194, "orbital_gap_ev": [7.267, 7.985], "max_force_ev_per_a": 1.3, "s2": 0.75, "elements": ["Ti", "O", "C", "C", "C", "C", "C", "C", "C", "O", "N", "N", "C", "S", "C", "C", "S", "H", "H", "H", "H", "H", "H", "H", "H", "H", "Br", "C", "C", "C", "C", "C", "C", "H", "H", "H", "H", "S", "C", "N"], "positions_angstrom": [[0.570746, 0.318731, -1.212792], [0.326871, -3.366219, 2.193421], [-0.163972, -3.899374, 1.060454], [-0.325645, -5.286507, 1.042757], [-0.850453, -5.908789, -0.068366], [-1.227906, -5.172566, -1.191479], [-1.069157, -3.805251, -1.178574], [-0.539007, -3.144869, -0.063582], [-0.401351, -1.681767, -0.124437], [-0.793559, -1.058957, -1.208747], [0.139675, -1.067503, 0.901979], [0.224846, 0.355382, 0.795458], [0.239094, 0.939509, 1.945374], [0.496888, 2.649608, 2.078915], [-0.016433, 2.729731, 3.806330], [0.472195, 1.465356, 4.490653], [0.024847, 0.066369, 3.432549], [0.396484, -2.399819, 2.063688], [-0.027412, -5.842931, 1.920728], [-0.968394, -6.985356, -0.066987], [-1.635847, -5.666810, -2.061779], [-1.354322, -3.215061, -2.037830], [-1.102245, 2.808387, 3.861956], [0.423078, 3.627328, 4.239628], [-0.009328, 1.316322, 5.455785], [1.552044, 1.487629, 4.633353], [-1.181683, 6.376942, -3.767730], [-0.770945, 4.666579, -3.067989], [0.141627, 3.862116, -3.727846], [0.421073, 2.607736, -3.197708], [-0.144166, 2.145593, -2.003859], [-1.057240, 3.002669, -1.379904], [-1.388303, 4.245927, -1.900050], [0.614896, 4.205361, -4.637419], [1.141038, 2.000252, -3.740273], [-1.537968, 2.705083, -0.452550], [-2.106127, 4.886591, -1.406019], [5.250617, -0.140332, -2.103936], [3.695071, 0.025187, -1.781163], [2.540371, 0.147724, -1.542008]], "forces_ev_per_angstrom": [[0.25, 0.72, -1.04], [-0.02, -0.05, -0.08], [-0.07, -0.09, 0.22], [0.00, 0.08, -0.08], [0.01, -0.08, -0.02], [0.02, 0.02, 0.04], [-0.01, -0.04, -0.04], [0.00, 0.07, -0.05], [-0.19, -0.38, 0.16], [0.27, 0.24, 0.18], [-0.04, 0.27, 0.33], [-0.25, -0.83, 0.67], [0.03, 0.00, -0.26], [0.06, 0.13, -0.23], [-0.10, -0.03, 0.24], [0.01, 0.19, -0.03], [0.00, -0.12, 0.02], [0.11, 0.08, -0.02], [-0.01, 0.00, 0.00], [0.00, 0.01, 0.00], [-0.01, 0.00, 0.00], [0.01, 0.04, 0.01], [0.01, 0.00, -0.04], [0.04, -0.03, 0.00], [-0.03, 0.00, -0.01], [0.00, -0.05, -0.04], [-0.02, 0.08, -0.03], [0.01, -0.05, 0.03], [-0.18, -0.03, 0.07], [0.23, 0.07, -0.09], [0.21, -0.11, -0.01], [-0.08, -0.05, 0.12], [0.06, -0.01, -0.09], [0.00, -0.01, -0.01], [0.01, -0.04, 0.05], [0.01, -0.02, 0.01], [0.00, 0.00, 0.02], [-0.45, 0.05, 0.10], [0.50, -0.05, -0.10], [-0.41, 0.05, 0.04]], "mulliken_spin": [0.9920, -0.0005, -0.0008, 0.0003, -0.0003, 0.0000, 0.0014, 0.0086, -0.0259, 0.0065, -0.0001, -0.0092, 0.0319, 0.0072, 0.0005, 0.0003, 0.0077, 0.0019, 0.0000, 0.0000, 0.0000, -0.0002, 0.0003, 0.0000, -0.0001, 0.0005, 0.0008, 0.0136, -0.0052, 0.0136, -0.0840, 0.0225, -0.0061, -0.0005, -0.0034, 0.0056, -0.0004, 0.0122, 0.0261, -0.0165]}